{"formula": "C8H20N7", "method": "ωB97M-V/def2-TZVPD", "symbols": ["H", "N", "N", "C", "N", "C", "N", "C", "C", "C", "C", "C", "C", "N", "N", "N", "H", "H", "H", "H", "H", "H", "H", "H", "H", "H", "H", "H", "H", "H", "H", "H", "H", "H", "H"], "positions_angstrom": [[4.6360, -3.1986, -1.0108], [4.2535, -2.4214, -0.3248], [3.4550, -1.7251, -1.0150], [2.8875, -0.5690, -0.3912], [2.8855, -0.7581, 1.1271], [2.1803, 0.0885, 1.7765], [1.1733, 0.8108, 1.2433], [1.0139, 0.9462, -0.1754], [-0.4823, 1.0572, -0.5747], [-1.2376, 0.0177, 0.2576], [-2.6109, -0.2916, -0.4418], [-3.5229, -1.0894, 0.5487], [-4.7105, -1.6216, -0.2615], [1.8388, 2.0695, -0.6182], [1.3329, 3.2411, -0.0454], [1.5819, -0.2871, -0.9092], [3.4760, 0.3367, -0.4966], [3.5772, -1.3792, 1.4404], [2.1946, -0.0029, 2.8521], [0.6329, 1.3243, 1.8287], [-0.6808, 1.0165, -1.6114], [-0.6527, 2.1983, -0.4210], [-1.4162, 0.2845, 1.3025], [-0.7177, -0.9329, 0.2164], [-2.4348, -0.9346, -1.3104], [-2.9536, 0.6076, -0.8659], [-2.8483, -1.8697, 0.9973], [-3.8227, -0.4360, 1.3739], [-5.7003, -1.6540, 0.2469], [-4.7160, -0.9375, -1.1093], [-4.3575, -2.5180, -0.7356], [2.0838, 2.0384, -1.5447], [0.6022, 3.6094, -0.7536], [2.0900, 4.0020, 0.0267], [0.9695, -1.0219, -0.6214]], "forces_ev_per_a": [[-0.947, 1.637, 1.633], [-1.002, 0.212, -2.540], [2.005, -1.676, -0.037], [-0.195, -0.083, 1.629], [-0.437, 1.255, -3.230], [-2.742, -0.079, 1.231], [3.568, -2.594, -0.960], [0.747, -0.629, -3.680], [1.269, 2.159, 2.737], [-1.940, 0.271, -1.630], [1.439, -1.654, 1.822], [0.808, 0.637, -0.312], [0.441, 0.795, 0.108], [-0.010, -1.208, 3.632], [-0.333, 2.834, -2.005], [0.050, 1.776, 1.739], [0.514, -0.165, -0.649], [1.071, -0.833, 1.121], [0.120, 0.466, 0.267], [-1.774, 1.968, 2.034], [0.380, -0.869, -1.286], [-0.703, -2.103, 0.638], [0.124, 0.129, -0.161], [0.368, -0.144, 0.360], [0.213, -0.079, 0.053], [-1.246, 1.245, -0.072], [-0.870, 0.402, -0.347], [-0.050, -0.028, -0.095], [0.908, -0.313, -0.443], [-0.947, 0.157, -0.032], [-0.541, -0.974, 0.069], [0.172, 0.192, -2.832], [1.472, -0.083, 1.730], [-1.426, -1.743, -0.189], [-0.504, -0.879, -0.302]], "fmax_ha_per_bohr": 0.0878, "smiles": "[H]/N=N/[C@@H]1NC=[NH+][C@@](CCCCC)(NN)N1", "homo_energy_ev": -12.83, "total_energy_ev": -19041.5857, "orbital_gap_ev": 9.412, "e_lumo_ev": -3.423, "total_charge": 1}